A.
The following is a quantum chemistry calculation of a structure of composition C4H7ClO, from the OMol25 dataset.

```
13
Properties=species:S:1:pos:R:3:mulliken_charge:R:1
C -0.65 -0.66 -0.93 -0.574
C -0.52 -1.55 0.31 -0.298
C 0.60 0.23 0.23 0.678
C 0.42 1.74 0.40 -1.271
O 0.04 -0.56 1.22 -0.403
Cl 2.24 -0.17 -0.44 -0.231
H -0.15 -0.76 -1.87 0.347
H -1.66 -0.14 -1.14 0.220
H -1.51 -2.02 0.71 0.271
H 0.14 -2.48 0.23 0.219
H -0.38 2.18 -0.08 0.332
H 1.26 2.24 -0.07 0.376
H 0.17 1.95 1.42 0.333
```

Results
LUMO: 0.0350 Ha
charge: 0
HOMO-LUMO gap: 10.15 eV

=====

B.
The following is a quantum chemistry calculation of an isolated molecule of C4H7ClO, from the OMol25 dataset.

```
13
Properties=species:S:1:pos:R:3:mulliken_charge:R:1
O -0.38 -0.07 -1.69 -0.525
C -0.15 -0.03 -0.29 0.403
C -1.06 -0.84 0.59 -0.373
Cl -1.25 -2.37 -0.19 -0.236
C 0.35 1.36 0.31 -0.604
C 1.31 0.28 0.06 -0.700
H -0.22 -1.00 -1.91 0.351
H -2.00 -0.41 0.75 0.315
H -0.60 -0.96 1.55 0.312
H 0.04 1.66 1.28 0.292
H 0.20 2.10 -0.52 0.235
H 1.88 0.46 -0.81 0.269
H 1.88 -0.17 0.87 0.262
```

Results
structure (SMILES): OC1(CCl)CC1
LUMO: 0.0349 Ha
charge: 0
HOMO-LUMO gap: 10.52 eV

=====

Stability verdict: B, ahead by 1.317 eV

=====

A.
The following is a quantum chemistry calculation of a cluster of 2 separate species, C4H11O in total, from the OMol25 dataset.

```
16
Properties=species:S:1:pos:R:3:mulliken_charge:R:1
C 2.35 1.48 -0.84 -0.654
O 1.62 0.46 -1.38 -0.803
H 2.29 2.42 -1.43 0.136
H 3.45 1.27 -0.79 0.191
H 2.11 1.70 0.23 0.159
C -0.94 0.62 0.73 -0.966
C -0.55 -0.67 0.01 -0.132
C -1.66 -1.77 0.30 -1.180
H -0.14 1.36 0.58 0.209
H -1.93 1.02 0.52 0.294
H -0.87 0.41 1.81 0.280
H -0.34 -0.50 -1.04 0.337
H 0.28 -1.30 0.29 0.209
H -1.08 -2.70 0.32 0.346
H -2.34 -2.02 -0.53 0.288
H -2.24 -1.78 1.22 0.287
```

Results
LUMO: 0.1496 Ha
charge: -1
HOMO-LUMO gap: 6.07 eV

=====

B.
The following is a quantum chemistry calculation of a cluster of 2 separate species, C4H11O in total, from the OMol25 dataset.

```
16
Properties=species:S:1:pos:R:3:mulliken_charge:R:1
C 2.14 1.87 -1.29 -0.675
O 1.23 0.90 -1.46 -0.763
H 2.23 2.60 -2.17 0.162
H 3.20 1.52 -1.18 0.154
H 1.96 2.62 -0.47 0.161
C -0.94 0.41 0.75 -1.210
C -0.54 -0.96 0.15 -0.008
C -1.41 -2.09 0.71 -1.048
H -0.34 1.25 0.42 0.226
H -1.97 0.66 0.43 0.302
H -0.97 0.33 1.84 0.328
H -0.47 -0.98 -0.92 0.315
H 0.49 -0.84 0.51 0.160
H -1.62 -2.88 -0.01 0.327
H -2.20 -1.72 1.35 0.316
H -0.79 -2.70 1.38 0.252
```

Results
LUMO: 0.1461 Ha
charge: -1
HOMO-LUMO gap: 5.97 eV

=====

Stability verdict: B, ahead by 0.123 eV